Entry 1:
Computed, not measured: the molecule C4H7NO at a distorted geometry, with ωB97M-V with the def2-TZVPD basis set.

Cartesian coordinates (Å):
N1 1.33821 0.86680 0.27009
C1 1.20072 -0.27881 -0.58328
O1 2.14428 -0.80011 -1.14672
C2 -0.16325 -0.77586 -0.52827
C3 -1.45137 -0.01369 -0.45146
C4 -0.89240 0.08993 0.88282
H1 1.65849 0.53371 1.17804
H2 2.00878 1.51220 -0.10200
H3 -0.27649 -1.80740 -0.91281
H4 -1.58089 0.88539 -1.03982
H5 -2.28040 -0.70643 -0.49070
H6 -1.05023 -0.60844 1.68312
H7 -0.65545 1.10271 1.24099

Atomic forces in eV per Å
0.836 0.471 -0.313
0.090 0.293 0.058
-0.621 0.224 -0.092
0.120 0.171 0.655
-0.544 0.129 -0.130
-0.192 -0.708 -0.032
-0.159 0.327 -0.141
0.797 0.026 -0.139
0.046 0.378 1.135
-0.072 0.097 0.108
-0.141 -0.009 -0.527
-0.764 -0.369 -0.116
0.605 -1.030 -0.465

lowest unoccupied orbital energy	0.93	eV
total charge	0
energy above the lowest of the compared OMol25 structures with the same formula, charge and spin	301.4	kJ/mol
SMILES	NC(=O)C1CC1
HOMO-LUMO gap	9.8	eV
HOMO energy	-8.8	eV
energy	-7796.5205	eV

Entry 2:
Computed, not measured: a cluster of 3 separate species, C2H12N3O2 in total at a distorted geometry, with ωB97M-V with the def2-TZVPD basis set.

Cartesian coordinates (Å):
C1 1.65680 -0.32447 1.87152
N1 0.48420 -0.64456 1.09042
C2 0.45960 -0.95748 -0.22126
N2 -0.49541 -1.76435 -0.66451
N3 1.25797 -0.26907 -1.02521
H1 1.35845 -0.18923 2.90665
H2 2.08181 0.65114 1.60827
H3 2.49138 -1.01858 1.78209
H4 -0.24092 -1.10783 1.60080
H5 -0.75861 -2.56033 -0.10595
H6 -0.90347 -1.80442 -1.58515
H7 0.93674 -0.38097 -1.97544
H8 2.04301 0.34618 -1.02459
H9 -1.69856 1.14536 -2.78232
H10 -1.85770 1.32706 -1.31553
O1 -1.33986 0.84547 -1.95444
H11 -1.23479 2.65901 0.27218
H12 -2.47201 2.16061 1.05802
O2 -1.76862 1.88645 0.46444

Atomic forces in eV per Å
0.856 1.233 0.044
-0.044 -1.624 -0.198
0.708 2.625 1.572
-0.459 -0.985 -0.105
-1.080 -1.456 -2.675
-0.030 -0.354 0.030
-0.286 -0.021 -0.270
-0.293 -0.407 0.070
-0.279 -0.097 0.321
-0.021 0.238 0.322
0.477 0.606 -0.196
0.292 0.009 -0.287
0.149 0.331 1.482
-0.097 0.050 -0.769
-0.271 0.151 0.991
0.438 -0.487 -0.549
0.026 0.310 0.171
-0.033 0.204 0.051
-0.052 -0.325 -0.005

lowest unoccupied orbital energy	-2.76	eV
total charge	+1
energy above the lowest of the compared OMol25 structures with the same formula, charge and spin	73.6	kJ/mol
HOMO-LUMO gap	11.6	eV
HOMO energy	-14.3	eV
energy	-10828.3905	eV

Entry 3:
Computed, not measured: a cluster of 2 separate species, H4NP3 in total at a distorted geometry, with ωB97M-V with the def2-TZVPD basis set.

Cartesian coordinates (Å):
N1 -3.23767 -0.29165 -0.22871
P1 -2.08188 0.47362 0.41277
P2 1.64952 -0.75659 -0.17987
P3 0.79290 1.22375 0.14869
H1 2.49273 -0.55674 -1.15632
H2 -3.29503 -0.91413 -1.07930
H3 2.84711 -0.61987 0.62114
H4 0.83231 1.44160 1.46160

Atomic forces in eV per Å
0.975 -1.063 -1.835
0.412 0.952 1.122
-0.633 -1.154 3.128
-1.582 -0.038 -3.378
1.388 0.958 -2.771
0.084 0.895 1.214
-0.717 -0.173 0.256
0.075 -0.377 2.264

lowest unoccupied orbital energy (spin up / spin down)	-0.98 / -0.98	eV
total charge	0
energy above the lowest of the compared OMol25 structures with the same formula, charge and spin	204.0	kJ/mol
HOMO-LUMO gap (spin up / spin down)	6.3 / 6.3	eV
HOMO energy (spin up / spin down)	-7.3 / -7.3	eV
energy	-29417.5396	eV

Entry 4:
Computed, not measured: a cluster of 2 separate species, C6H15NO2 in total at a distorted geometry, with ωB97M-V with the def2-TZVPD basis set.

Cartesian coordinates (Å):
C1 0.60690 -1.41759 1.13818
C2 0.87234 -0.89585 -0.27408
C3 2.08032 -1.61114 -0.89019
O1 -0.27821 -1.11581 -1.09884
C4 1.12304 0.62790 -0.30885
N1 0.13133 1.49477 0.30376
O2 0.27940 1.44093 1.72790
H1 1.45622 -1.21459 1.78681
H2 0.43194 -2.49545 1.11172
H3 -0.27330 -0.93602 1.55818
H4 1.89440 -2.68435 -0.94797
H5 2.97459 -1.45050 -0.29133
H6 2.26084 -1.24557 -1.89987
H7 -0.47756 -2.05760 -1.09677
H8 2.09045 0.84284 0.15191
H9 1.14763 0.92123 -1.36165
H10 -0.75790 1.67305 -0.43506
H11 0.14665 2.34982 2.03442
C5 -2.67953 1.15401 0.46225
C6 -2.41252 1.46820 -0.83296
H12 -3.13657 1.87336 1.12624
H13 -2.55352 0.15141 0.84077
H14 -2.30221 0.67853 -1.56365
H15 -2.62473 2.44843 -1.24093

Atomic forces in eV per Å
-0.106 0.120 -0.265
0.288 0.011 0.118
-0.261 0.153 0.048
-0.134 0.088 -0.040
-0.527 0.297 0.516
1.154 0.483 -3.520
-1.806 0.115 -0.534
0.037 -0.012 0.082
0.060 -0.069 -0.006
0.017 0.046 0.027
0.004 -0.071 0.027
0.077 -0.002 0.046
0.023 0.043 -0.058
0.013 -0.013 0.020
0.152 -0.118 -0.112
0.155 -0.042 -0.050
2.459 -0.882 4.256
0.203 -0.149 -0.265
-0.815 0.468 -1.936
-2.313 -0.665 1.209
0.395 0.213 0.205
0.127 -0.092 -0.041
0.767 -0.082 0.082
0.032 0.159 0.190

lowest unoccupied orbital energy	0.79	eV
total charge	0
energy above the lowest of the compared OMol25 structures with the same formula, charge and spin	510.7	kJ/mol
SMILES	CC(C)(O)CNO.C=C
HOMO-LUMO gap	8.3	eV
HOMO energy	-7.6	eV
energy	-12046.1180	eV

Entry 5:
Computed, not measured: a structure of composition C27H41ClIN2O6ReS2Si, with ωB97M-V with the def2-TZVPD basis set.

Cartesian coordinates (Å):
Re1 0.68975 0.32179 1.25897
C1 -0.00954 -1.84841 -0.75671
C2 -0.68172 -0.66057 -1.43111
C3 -0.33974 -0.59108 -2.90378
C4 -2.18142 -0.63654 -1.19255
O1 -0.06070 0.44972 -0.71739
Si1 -0.07513 2.14015 -0.94591
S1 0.88950 2.59210 0.87069
O2 -1.62957 2.50888 -1.10504
C5 -2.37122 3.74968 -0.98669
C6 -3.67940 3.50658 -1.72208
C7 -1.57493 4.87038 -1.63629
C8 -2.61102 4.01964 0.49036
O3 0.68939 2.57965 -2.28659
C9 2.06861 2.73768 -2.70263
C10 2.03254 2.70539 -4.22303
C11 2.91700 1.59990 -2.15303
C12 2.55323 4.08735 -2.19405
H1 -0.45733 -2.79999 -1.03589
H2 -0.98498 -1.89507 0.98057
H3 1.05691 -1.86552 -0.98207
H4 -0.80020 -1.43490 -3.41863
H5 0.73641 -0.62615 -3.06650
H6 -0.72847 0.32473 -3.34666
H7 -2.62675 -1.55675 -1.57504
H8 -2.63604 0.21152 -1.69976
H9 -2.41900 -0.53821 -0.13159
H10 -3.49083 3.27164 -2.76896
H11 -4.31120 4.39286 -1.67749
H12 -4.22088 2.67725 -1.26787
H13 -1.32679 4.61852 -2.66632
H14 -0.64739 5.05951 -1.09199
H15 -2.15298 5.79426 -1.63283
H16 -3.14972 3.18927 0.94645
H17 -3.20934 4.92332 0.60751
H18 -1.67212 4.15946 1.02474
H19 1.65753 1.74570 -4.57803
H20 3.03271 2.85415 -4.62834
H21 1.38470 3.49320 -4.60377
H22 2.56714 0.63852 -2.52978
H23 2.89842 1.58245 -1.06278
H24 3.95188 1.72618 -2.47123
H25 1.91966 4.88442 -2.58116
H26 3.57525 4.27041 -2.52507
H27 2.53822 4.12163 -1.10489
N1 4.68357 1.55553 7.02157
C13 3.47090 2.06385 6.75562
S2 2.72867 3.16848 7.69882
C14 2.82758 1.54453 5.48706
C15 3.51737 0.81851 4.52198
C16 2.85530 0.39346 3.38500
N2 1.56126 0.67171 3.16882
C17 0.88143 1.36487 4.10018
C18 1.47870 1.81313 5.25524
H28 5.15580 1.86754 7.85417
H29 5.10529 0.81550 6.48972
H30 4.56587 0.56786 4.59597
H31 3.35555 -0.18441 2.61973
H32 -0.16124 1.55632 3.88470
H33 0.91056 2.37376 5.98173
I1 1.07092 -2.94703 3.52276
C19 -0.01163 -5.82203 -1.31855
C20 -1.45570 -5.43153 -1.16505
C21 -2.33091 -5.74624 -2.20638
C22 -3.66683 -5.39054 -2.17282
Cl1 -4.69190 -5.79924 -3.50769
C23 -4.18948 -4.70688 -1.08727
C24 -3.34405 -4.39435 -0.03982
C25 -2.00034 -4.74885 -0.07538
O4 -1.27965 -4.26503 1.01492
C26 -0.29709 -5.03245 1.68469
C27 0.97147 -4.16398 1.72553
O5 1.77194 -4.04299 0.86898
O6 -0.09381 -1.67609 0.67323
H34 0.17879 -6.08496 -2.35696
H35 0.24994 -6.69700 -0.72188
H36 0.67230 -5.02049 -1.04384
H37 -1.94920 -6.27335 -3.07022
H38 -5.23451 -4.43661 -1.06013
H39 -3.71621 -3.87541 0.83314
H40 -0.06572 -5.97995 1.20087
H41 -0.63538 -5.21037 2.70581

Atomic forces in eV per Å
-0.231 0.029 -0.218
0.003 0.033 -0.128
0.028 -0.106 0.116
0.000 -0.064 -0.019
-0.063 -0.047 0.006
0.136 0.155 -0.115
0.068 0.396 -0.064
0.103 0.393 0.163
-0.084 -0.222 0.097
0.015 0.007 -0.065
0.027 0.043 0.025
-0.031 0.052 0.010
-0.064 0.050 -0.025
-0.047 -0.141 -0.098
-0.020 0.025 0.007
0.054 0.006 0.054
0.049 0.034 -0.021
0.038 -0.031 -0.022
-0.086 -0.006 -0.007
0.065 -0.190 0.092
-0.034 -0.001 -0.022
0.002 -0.021 -0.017
0.029 -0.001 0.017
-0.023 0.045 0.017
-0.012 -0.010 -0.004
0.024 0.030 -0.014
0.020 -0.021 0.023
0.025 -0.009 -0.033
-0.009 0.032 0.014
-0.006 -0.033 0.019
-0.004 -0.015 -0.036
0.049 -0.014 0.032
-0.020 0.009 0.011
-0.013 -0.037 -0.001
-0.018 0.018 0.009
0.040 -0.002 -0.015
-0.022 -0.036 0.004
0.039 0.006 -0.006
-0.027 0.030 0.003
-0.029 -0.031 -0.009
-0.006 0.017 0.013
0.018 0.002 -0.015
-0.033 0.021 -0.009
0.026 0.001 -0.023
-0.010 -0.020 0.033
0.038 0.066 0.106
-0.010 -0.359 -0.447
0.003 0.157 0.146
-0.030 0.185 0.239
-0.060 -0.048 -0.116
-0.112 0.080 0.094
-0.082 -0.333 -0.329
0.085 0.003 0.055
0.062 -0.130 -0.079
0.001 -0.002 0.003
-0.055 0.007 0.017
0.005 0.066 0.060
0.002 0.025 0.025
0.033 0.017 0.020
0.006 0.022 0.025
0.093 -0.142 0.114
0.089 0.007 -0.022
-0.137 0.040 -0.022
-0.050 0.024 0.047
-0.011 -0.009 -0.020
0.007 0.002 0.010
0.069 -0.027 -0.023
0.034 -0.051 -0.017
-0.045 -0.069 0.146
0.187 0.136 -0.161
-0.017 -0.040 0.175
-0.134 0.161 -0.066
-0.009 -0.144 0.127
0.112 -0.042 0.230
0.027 0.014 -0.011
-0.006 -0.018 0.000
0.009 0.005 0.048
0.004 -0.010 -0.019
-0.030 0.011 -0.001
-0.002 0.013 0.021
-0.045 0.079 -0.092
0.002 -0.071 -0.065

lowest unoccupied orbital energy (spin up / spin down)	-3.14 / -3.54	eV
total charge	+1
energy above the lowest of the compared OMol25 structures with the same formula, charge and spin	392.9	kJ/mol
HOMO-LUMO gap (spin up / spin down)	7.4 / 6.2	eV
2S+1	4
HOMO energy (spin up / spin down)	-10.6 / -9.7	eV
energy	-96229.3429	eV

Entry 6:
Computed, not measured: a structure of composition C11H20BrN4OPt at a distorted geometry, with ωB97M-V with the def2-TZVPD basis set.

Cartesian coordinates (Å):
Pt1 0.31270 0.43665 -0.45990
N1 0.71330 4.75825 0.80380
C1 0.41640 3.56425 0.28230
O1 1.24250 2.90965 -0.34450
C2 -0.96790 3.03045 0.54910
C3 -1.26730 1.82645 -0.33880
H1 1.63500 5.14515 0.68490
H2 0.03380 5.30195 1.30410
H3 -1.70660 3.82755 0.39710
H4 -1.00150 2.75595 1.60750
H5 -1.33300 2.14755 -1.38760
H6 -2.22740 1.40035 -0.04580
N2 2.58830 0.56345 -0.51610
C4 3.25960 -0.01375 0.64750
C5 3.28070 -1.53695 0.58580
C6 1.89010 -2.16245 0.61710
N3 1.11010 -1.81535 -0.57630
H7 3.01490 0.22565 -1.37400
H8 2.67220 1.57925 -0.50440
H9 2.72860 0.31955 1.54510
H10 4.29530 0.34305 0.71280
H11 3.84880 -1.91445 1.43470
H12 3.80020 -1.85465 -0.32050
H13 1.33800 -1.80455 1.49190
H14 2.00630 -3.25085 0.70310
H15 0.27440 -2.39345 -0.61200
H16 1.65320 -2.02535 -1.41100
Br1 -4.15580 -2.76435 2.28230
C7 -3.41940 -2.22165 0.61470
C8 -4.05740 -2.51975 -0.58240
C9 -3.46540 -2.09385 -1.75950
C10 -2.26570 -1.40335 -1.69560
N4 -1.65570 -1.13725 -0.54520
C11 -2.21770 -1.52765 0.59000
H17 -4.98490 -3.06965 -0.58690
H18 -3.92540 -2.30005 -2.71200
H19 -1.76840 -1.04725 -2.58700
H20 -1.69480 -1.27865 1.50560

Atomic forces in eV per Å
-3.586 -2.620 -0.127
0.098 0.404 0.126
-0.145 -0.050 0.143
0.395 0.253 -0.121
-0.058 -0.146 -0.229
1.473 0.653 -0.247
0.001 -0.058 -0.054
-0.063 -0.011 -0.004
0.050 -0.049 0.089
-0.045 0.010 -0.006
-0.105 -0.009 0.138
0.245 -0.420 0.035
-0.056 1.171 -0.035
0.404 -0.300 0.381
-0.502 0.298 0.101
0.373 -0.384 0.170
0.416 -0.091 -0.197
-0.134 0.056 -0.024
0.164 -0.077 -0.101
0.104 -0.026 -0.103
-0.136 0.026 0.023
0.063 -0.021 -0.009
0.116 -0.084 -0.074
0.053 -0.063 -0.022
-0.081 0.129 0.092
0.160 0.188 -0.095
-0.082 -0.072 0.038
0.211 0.164 -0.458
-0.074 -0.162 0.213
0.165 0.095 0.217
0.145 0.002 0.134
-0.042 0.002 -0.404
0.875 1.365 0.018
-0.164 -0.134 0.570
-0.104 -0.030 -0.001
-0.015 0.010 -0.109
-0.039 0.000 -0.067
-0.078 -0.019 -0.001

lowest unoccupied orbital energy (spin up / spin down)	-3.48 / -3.68	eV
total charge	+1
energy above the lowest of the compared OMol25 structures with the same formula, charge and spin	278.1	kJ/mol
HOMO-LUMO gap (spin up / spin down)	7.2 / 7.2	eV
HOMO energy (spin up / spin down)	-10.7 / -10.9	eV
energy	-93022.0248	eV